22
Properties=species:S:1:pos:R:3:forces:R:3 method="wB97M-V/def2-TZVPD" relative_energy_kcal_mol=14.9 smiles="C=C(c1sc(O)c(O)c1O)C(O)(O)C#N" e_lumo_ha=0.01026 fmax_ha_per_bohr=0.0693 e_homo_ha=-0.2955 gap_ha=0.306 e_tot_ha=-1138.09847
C -2.1373 1.2918 -0.3716 -1.96 0.88 0.20
C -0.9882 0.7263 -0.6097 2.33 -1.62 -1.08
C -0.1270 -0.2623 0.1899 -1.85 1.24 -0.06
S 1.4674 -0.7530 -0.3200 -0.23 -0.23 0.61
C 1.8044 -1.4451 1.2309 0.32 -0.29 0.05
O 3.0188 -2.1303 1.4506 0.19 1.62 -1.71
C 0.7317 -1.3312 2.0977 3.25 -1.04 -1.02
O 0.7116 -1.7919 3.3849 -2.57 0.65 -0.14
C -0.3734 -0.6783 1.4887 1.09 -0.05 0.50
O -1.4080 -0.4418 2.3162 -1.04 -0.34 0.30
C -0.4529 1.0954 -2.0411 1.57 -0.02 1.25
O -1.3359 1.6044 -2.9607 -2.37 -0.44 0.20
O 0.1153 -0.0632 -2.5279 0.76 -0.93 -3.11
C 0.7013 2.0690 -1.9043 -0.23 0.93 -0.61
N 1.5757 2.8189 -1.9616 -0.47 -0.57 0.28
H -2.4547 2.0661 -1.0919 -0.07 -0.55 0.56
H -2.8406 1.0491 0.4085 0.32 0.10 0.45
H 3.7015 -1.8065 0.7463 -1.89 -0.82 1.95
H 1.4839 -2.1251 3.8067 1.29 -0.20 -0.37
H -1.3415 -1.0751 3.0793 0.05 0.91 -0.91
H -2.2212 1.0922 -2.8909 2.17 1.06 -0.03
H 0.3690 0.0905 -3.5201 -0.65 -0.29 2.70

---

64
Properties=species:S:1:pos:R:3:forces:R:3 method="wB97M-V/def2-TZVPD" relative_energy_kcal_mol=0.0 e_lumo_ha=-0.00870 fmax_ha_per_bohr=0.0256 e_homo_ha=-0.3724 gap_ha=0.364 e_tot_ha=-86239.96184
N -1.9346 -3.3132 4.3204 -0.31 -0.18 -0.07
C -1.9394 -3.5566 3.1952 0.54 0.26 -0.02
O -1.8042 -3.7436 1.9021 -0.24 -0.09 0.14
N -0.8884 -4.7774 1.5627 0.12 -0.10 0.37
S 0.6839 -4.4890 2.0655 0.82 0.39 -0.95
O 0.8831 -3.0966 2.1510 -0.31 0.08 0.31
O 1.5180 -5.3064 1.2690 -0.32 -0.33 0.18
F 0.7206 -5.0935 3.4918 -0.19 0.05 0.16
H -1.2309 -5.6643 1.9353 -0.10 0.00 -0.15
C 2.1938 0.1291 2.4392 -0.04 -0.10 0.01
Br 3.9688 -0.5772 2.6271 0.01 -0.01 0.01
Br 1.3609 0.4541 4.1385 -0.02 0.03 -0.03
Br 2.1902 1.7126 1.3388 0.00 0.06 -0.05
H 1.6029 -0.6172 1.9266 0.01 -0.01 0.00
C 2.4495 -6.3657 -1.8295 0.01 0.03 0.04
Br 2.7214 -8.2672 -1.9354 0.00 0.01 -0.01
Br 4.0811 -5.3949 -2.1113 0.04 0.00 -0.01
Br 1.0647 -5.7820 -3.0331 -0.01 0.00 0.00
H 2.1155 -6.1446 -0.8267 0.00 0.00 0.00
C -0.8771 3.8703 2.4517 -0.01 -0.02 0.00
Br -1.1185 3.8354 4.3601 -0.02 0.03 0.00
Br -2.5169 3.4498 1.5494 -0.09 -0.04 0.03
Br -0.1436 5.5450 1.8530 0.01 -0.01 0.00
H -0.1595 3.1003 2.2018 0.01 -0.01 0.02
C 0.3292 2.6128 7.7833 0.03 0.04 -0.04
Br -0.6236 3.3453 9.2835 0.00 -0.01 0.00
Br 2.1436 2.1700 8.2360 0.03 -0.04 0.03
Br -0.5915 1.1028 7.0283 -0.04 -0.04 0.06
H 0.3678 3.3786 7.0211 0.00 0.00 -0.01
C 4.5923 1.0486 11.6571 -0.04 0.02 0.00
Br 2.9668 0.2357 12.2812 0.00 0.00 0.00
Br 6.0145 0.8752 12.9390 0.00 -0.01 0.00
Br 5.1055 0.3625 9.9348 0.01 0.00 -0.02
H 4.3962 2.1040 11.5351 0.00 0.00 0.00
C -2.1421 1.7940 -2.1951 -0.05 0.03 0.07
Br -3.7539 1.0601 -1.4417 -0.01 0.01 0.01
Br -0.6277 1.4772 -1.0568 0.13 -0.06 -0.04
Br -1.8442 1.1486 -3.9804 0.02 0.01 0.00
H -2.2798 2.8648 -2.2514 -0.01 0.00 -0.01
C -3.3424 7.5344 -0.3480 0.00 0.00 0.07
Br -4.3646 6.7382 1.0710 0.00 0.10 -0.12
Br -2.5463 6.2023 -1.4905 0.01 0.00 -0.02
Br -4.3899 8.7907 -1.3592 0.00 -0.01 -0.01
H -2.5310 8.0853 0.1054 0.01 -0.01 -0.01
C 5.1974 -2.9720 -5.5176 -0.03 0.00 -0.02
Br 3.3172 -2.9758 -5.1417 -0.03 0.02 0.06
Br 6.2246 -2.4044 -3.9921 0.00 -0.02 0.01
Br 5.7870 -4.6825 -6.1729 0.00 -0.01 0.00
H 5.3683 -2.2527 -6.3057 0.01 0.00 0.00
C -7.9106 5.3093 3.5031 -0.01 0.02 -0.02
Br -8.1804 7.2058 3.3477 0.00 0.00 0.00
Br -6.0480 4.8519 3.3547 0.02 -0.11 0.09
Br -8.6816 4.6081 5.1180 0.01 0.01 0.00
H -8.4215 4.8429 2.6734 0.00 0.00 0.00
C 1.3632 -2.8231 -9.2927 0.04 0.06 0.01
Br 0.6018 -2.0157 -7.7222 -0.01 -0.01 -0.03
Br 3.1581 -3.4452 -8.9927 -0.02 -0.02 0.00
Br 0.2416 -4.2259 -9.9777 -0.04 -0.02 -0.04
H 1.4103 -2.0578 -10.0536 -0.02 -0.01 -0.01
C -1.0932 -2.0565 -13.2443 -0.04 -0.08 0.04
Br -0.5607 -3.0909 -14.7725 0.00 0.01 0.01
Br 0.3790 -1.0377 -12.5373 0.04 0.06 -0.02
Br -2.6021 -0.9329 -13.6319 0.01 0.00 0.00
H -1.3944 -2.7511 -12.4727 0.01 0.00 0.01

---

77
Properties=species:S:1:pos:R:3:forces:R:3 method="wB97M-V/def2-TZVPD" relative_energy_kcal_mol=0.0 smiles="NC(N)=O.NC(N)=O.NC(N)=O.OCCO.OCCO.OCCO.OCCO.OCCO.O" e_lumo_ha=-0.01412 fmax_ha_per_bohr=0.1435 e_homo_ha=-0.3550 gap_ha=0.341 e_tot_ha=-1903.49986
N 2.0377 3.8569 -5.2562 1.68 -1.53 -3.01
C 1.2744 4.4278 -4.3750 0.38 1.92 2.47
N 0.8379 3.5990 -3.4468 -1.39 -3.24 1.86
O 1.1894 5.6152 -4.2391 -0.72 2.69 -0.48
H 2.6824 4.4811 -5.7198 -0.16 -0.62 -0.29
H 2.0432 2.8478 -5.2983 0.56 0.40 -0.55
H 1.2873 2.6950 -3.4794 -0.49 0.00 0.55
H 0.4565 3.8788 -2.5544 0.10 0.34 -0.56
N 2.5973 -0.8322 5.9512 -2.12 -3.36 -2.87
C 3.2165 -0.0602 6.7804 3.29 1.13 1.90
N 2.7633 1.2027 6.7482 -0.43 2.13 0.25
O 4.1791 -0.4140 7.4665 -0.78 0.06 -0.01
H 1.9896 -0.4739 5.2284 0.10 -0.14 0.32
H 2.9048 -1.7884 5.8452 0.01 0.30 0.13
H 2.2124 1.4971 5.9545 0.07 0.11 0.26
H 3.3789 1.9035 7.1356 -0.16 -0.20 -0.01
N -1.7709 -2.1746 -5.1623 -2.46 0.07 -0.55
C -0.6032 -2.3491 -4.5804 5.91 3.43 -2.79
N -0.4919 -3.1779 -3.5818 -0.94 -2.36 2.90
O 0.4652 -1.7451 -5.0042 -3.05 -1.61 0.81
H -2.6169 -2.5268 -4.7376 0.13 0.02 -0.28
H -1.8577 -1.6618 -6.0280 0.31 0.03 0.45
H -1.3220 -3.5419 -3.1363 0.21 -0.14 -0.09
H 0.3880 -3.4742 -3.1842 -0.12 0.61 -0.42
O 1.1362 3.7341 3.2684 0.17 -0.42 -0.25
C 2.1900 4.3774 2.5851 0.18 1.10 -0.58
C 1.8424 5.8265 2.2267 0.55 0.11 0.49
O 1.6247 6.6188 3.3852 -0.56 0.12 -0.06
H 0.8106 3.0793 2.6465 -0.36 -0.11 0.22
H 3.0950 4.3885 3.1925 0.01 0.02 0.40
H 2.4991 3.8666 1.6732 -0.23 -0.24 -0.17
H 0.9701 5.9348 1.5821 -0.23 -0.28 0.27
H 2.6589 6.2833 1.6676 0.37 -0.23 -0.23
H 2.2484 6.3887 4.0778 0.12 -0.13 -0.08
O -0.4319 -6.4661 4.8833 -0.19 0.46 1.27
C -0.3611 -6.4751 3.5056 -1.05 0.49 -2.11
C -1.4060 -5.5196 2.8446 1.01 0.05 0.66
O -1.1221 -4.1281 3.1472 -0.32 -1.35 -0.02
H -0.2080 -7.3366 5.2207 0.03 0.11 0.06
H 0.6067 -6.1400 3.1327 0.34 -0.32 0.04
H -0.6435 -7.4648 3.1465 0.40 -0.18 -0.38
H -2.3867 -5.8516 3.1852 -0.28 0.37 0.07
H -1.3520 -5.6096 1.7597 0.04 -0.13 0.05
H -0.8885 -4.1803 4.0769 0.03 0.51 0.34
O 8.4322 -2.2379 -0.8138 -0.55 -0.37 -0.99
C 7.1811 -2.6247 -1.4327 -0.45 0.70 2.33
C 6.0867 -2.3004 -0.3886 -0.54 -0.39 -1.03
O 5.5336 -0.9829 -0.5124 -0.29 -0.54 0.50
H 9.0921 -2.4934 -1.4626 0.47 0.15 0.14
H 6.9567 -2.0198 -2.3112 0.15 -0.21 -0.28
H 7.1526 -3.6963 -1.6300 0.14 0.00 -0.25
H 6.3205 -2.6140 0.6288 1.00 0.86 0.23
H 5.2641 -3.0036 -0.5187 -0.45 0.18 -0.78
H 6.1058 -0.3341 -0.9286 0.50 -0.39 0.13
O -5.5463 -4.1422 -1.6059 -0.33 -0.36 0.10
C -5.7243 -2.8069 -1.2208 0.94 2.19 0.72
C -6.7891 -2.0721 -1.9388 -2.82 -0.16 -0.36
O -6.7976 -2.4315 -3.2901 0.15 0.24 -0.75
H -5.6352 -4.6197 -0.7778 0.00 -0.52 -0.32
H -5.9499 -2.7296 -0.1572 0.41 0.08 0.14
H -4.8551 -2.2084 -1.4938 0.79 -0.42 0.49
H -6.8920 -0.9889 -1.8735 1.51 0.28 0.05
H -7.7648 -2.2474 -1.4856 -0.52 -1.05 0.04
H -6.4817 -3.3370 -3.3333 -0.11 -0.27 -0.10
O -4.1039 3.6205 -0.3278 1.26 -0.07 -0.91
C -4.5103 4.1350 -1.6057 -0.51 0.55 0.09
C -4.1231 5.6674 -1.8873 -1.09 -1.58 -0.07
O -5.2965 6.4456 -1.7795 -0.12 0.73 0.57
H -3.3547 3.0706 -0.5683 0.31 -0.15 0.72
H -4.2295 3.5233 -2.4631 0.82 -0.26 0.15
H -5.5607 3.8594 -1.5122 -0.57 1.48 -0.67
H -3.6699 5.8286 -2.8654 -0.04 -0.45 -0.24
H -3.3579 6.0062 -1.1889 -0.34 -0.07 0.43
H -5.7085 6.6244 -2.6280 0.29 -0.19 -0.07
O -0.1323 -0.3177 0.2264 -0.10 0.25 -0.02
H -0.4009 -1.0079 0.8328 -0.12 -0.19 0.21
H 0.6351 -0.6756 -0.2200 0.23 -0.06 -0.17